# 1
{
  "formula": "C34H42N2O9S",
  "method": "the ωB97M-V functional and the def2-TZVPD basis",
  "symbols": ["C", "O", "C", "C", "C", "C", "C", "C", "C", "C", "C", "C", "C", "C", "N", "C", "C", "C", "C", "C", "S", "C", "C", "C", "C", "N", "H", "H", "H", "H", "H", "H", "H", "H", "H", "H", "H", "H", "H", "H", "H", "H", "H", "H", "H", "H", "H", "H", "H", "H", "H", "H", "H", "H", "H", "H", "H", "H", "H", "H", "C", "C", "C", "O", "C", "C", "C", "O", "O", "O", "H", "H", "H", "H", "C", "C", "C", "O", "C", "C", "C", "O", "O", "O", "H", "H", "H", "H"],
  "coordinates": [[3.6818, -2.9062, -1.8085], [2.4506, -3.6270, -1.4339], [2.1149, -3.2985, -0.0166], [0.7622, -4.1366, 0.4774], [-0.6164, -3.2739, 0.1202], [-1.6475, -4.1277, -0.8363], [-2.5964, -3.1273, -1.7770], [-4.0873, -2.8951, -1.1331], [-4.4252, -1.2994, -0.7904], [-3.9275, -1.0549, 0.7544], [-4.3200, 0.4063, 1.3863], [-3.7664, 1.7002, 0.5455], [-2.1299, 1.8234, 0.4615], [-1.2936, 0.7717, -0.4573], [0.1923, 0.7561, -0.6876], [0.8002, 1.8950, 0.0805], [2.4500, 2.0988, -0.0731], [3.2570, 1.0699, -1.0890], [2.9761, 1.6708, -2.6245], [2.9270, 0.4769, -3.7718], [1.2536, -0.4217, -3.6461], [3.3178, 3.2512, 0.7083], [2.5313, 4.2892, 1.7077], [0.8877, 4.1221, 1.8549], [0.0233, 2.9480, 1.0454], [-1.4647, 2.9172, 1.2478], [4.1672, -2.3514, -0.8824], [4.4291, -3.6613, -2.3094], [3.4073, -2.1163, -2.6573], [1.8290, -2.1428, 0.0707], [3.0332, -3.5730, 0.6695], [0.6885, -5.1724, -0.0635], [0.8087, -4.3038, 1.6424], [-1.1495, -3.0444, 1.1430], [-0.3258, -2.2372, -0.3493], [-1.0108, -4.8609, -1.5143], [-2.3180, -4.8183, -0.1570], [-2.0091, -2.1476, -2.0331], [-2.7323, -3.7196, -2.8006], [-4.8648, -3.2943, -1.9423], [-4.2100, -3.5893, -0.1893], [-3.9715, -0.5654, -1.5811], [-5.6092, -1.1855, -0.8832], [-2.7720, -1.2446, 0.9258], [-4.4887, -1.8764, 1.4142], [-5.5113, 0.4748, 1.3516], [-4.0557, 0.4413, 2.5488], [-4.1555, 2.6656, 1.1297], [-4.2255, 1.8016, -0.5442], [-1.9254, -0.0784, -1.0079], [2.8749, -0.0357, -1.0494], [4.3993, 1.2067, -0.8605], [1.9130, 2.2046, -2.6438], [3.7637, 2.4857, -2.9370], [3.8430, -0.2529, -3.7212], [2.9482, 0.9543, -4.8587], [0.3105, 0.6477, -3.6682], [4.4878, 3.2680, 0.4903], [3.1733, 5.1193, 2.2336], [0.3641, 4.9203, 2.5692], [-0.6277, 5.2602, -4.7917], [-0.5131, 6.5546, -5.0955], [0.0280, 7.5347, -4.1136], [0.1391, 8.7145, -4.4281], [0.4086, 7.0378, -2.7822], [0.2907, 5.7441, -2.4774], [-0.2244, 4.7599, -3.4685], [-0.3041, 3.5742, -3.1652], [0.6440, 5.2707, -1.2270], [-0.8926, 7.0326, -6.3363], [-1.0173, 4.5365, -5.4966], [0.7836, 7.7638, -2.0721], [0.4684, 4.3049, -1.2546], [-0.7114, 7.9974, -6.3107], [0.1171, -5.2396, 5.7996], [0.8989, -5.1863, 6.8798], [1.6188, -3.9373, 7.2530], [2.3150, -3.9133, 8.2618], [1.4652, -2.7653, 6.3769], [0.6861, -2.8198, 5.2949], [-0.0552, -4.0603, 4.9374], [-0.7781, -4.0742, 3.9468], [0.5394, -1.7230, 4.4657], [1.0678, -6.2915, 7.6936], [-0.4137, -6.1402, 5.5180], [2.0080, -1.8695, 6.6498], [-0.0739, -2.0130, 3.7556], [1.6763, -5.9996, 8.4069]],
  "forces_ev_per_a": [[0.03, 0.41, -0.97], [1.09, 1.36, 2.03], [-0.99, -0.30, 0.38], [-0.06, 0.74, -0.42], [0.05, -0.46, 0.55], [0.38, 0.41, -0.05], [0.23, -1.63, -0.24], [-0.12, 0.23, -1.10], [-0.50, -1.25, 0.56], [-0.42, 0.09, 0.71], [-1.04, -0.44, -0.26], [0.42, 1.11, 0.67], [2.83, 0.92, 0.45], [1.99, 1.25, 0.62], [-4.76, 4.32, 4.06], [1.39, 1.00, 0.55], [0.25, 1.58, 1.87], [-0.62, 1.99, -0.47], [-0.44, -0.28, -0.40], [-0.01, 1.84, -0.62], [0.28, 0.81, -0.14], [-4.44, -1.52, -0.44], [-2.96, -3.16, -2.34], [3.34, -0.88, -1.35], [0.60, 0.01, -0.04], [2.01, -4.45, -3.97], [-0.91, -1.20, -1.96], [-1.36, 1.37, 1.22], [0.56, -1.55, 1.98], [0.87, -2.33, -0.14], [-1.74, 0.62, -1.32], [0.39, 1.93, 1.07], [0.06, 0.29, -2.36], [0.92, -0.37, -1.96], [-0.55, -2.06, 0.66], [-1.28, 1.68, 1.26], [1.22, 1.41, -1.37], [-1.18, -1.75, 0.63], [0.25, 1.43, 2.10], [1.56, 0.96, 1.80], [0.20, 1.63, -1.74], [-0.63, -1.48, 1.51], [2.54, -0.05, 0.48], [-2.29, 0.32, -0.69], [1.23, 1.78, -1.41], [2.51, -0.04, 0.01], [-0.22, 0.11, -2.68], [1.09, -2.03, -1.29], [1.06, -0.60, 2.27], [1.69, 2.08, 1.32], [0.72, 2.22, 0.16], [-2.24, -0.63, -0.34], [2.29, -1.19, 0.07], [-1.36, -1.64, 0.79], [-2.08, 1.15, 0.14], [0.10, -0.87, 2.39], [1.65, -0.96, 0.02], [-2.88, 0.08, 0.67], [-1.76, -1.77, -1.00], [0.98, -2.19, -1.88], [0.04, -0.31, 0.25], [-0.65, 0.12, -1.79], [0.36, 0.91, 0.57], [-0.21, -0.86, -0.11], [-0.06, 0.36, -0.38], [0.67, -0.24, 2.03], [-0.33, -0.88, -0.46], [0.16, 0.80, 0.04], [-0.72, 0.10, -2.16], [0.71, 0.09, 1.85], [0.03, 0.04, 0.04], [-0.02, -0.05, -0.05], [0.12, 0.25, 0.18], [-0.06, -0.38, 0.00], [-0.16, 0.18, -0.32], [-0.11, -1.76, 0.75], [0.65, 0.73, 0.53], [-0.56, -0.33, -0.66], [0.15, -0.19, 0.33], [0.15, 1.77, -0.80], [-0.63, -0.71, -0.51], [0.58, 0.30, 0.60], [-0.30, -1.89, 0.65], [0.25, 1.88, -0.61], [0.03, 0.06, 0.02], [-0.04, -0.05, -0.01], [0.24, 0.14, 0.26], [-0.25, -0.11, -0.28]],
  "lowdin_charge": [-0.127, -0.259, -0.208, -0.147, -0.201, -0.198, -0.198, -0.210, -0.211, -0.233, -0.216, -0.174, -0.136, -0.010, 0.066, -0.118, -0.088, -0.171, -0.251, -0.528, 0.577, -0.028, -0.053, -0.010, -0.155, 0.079, 0.101, 0.101, 0.057, 0.123, 0.126, 0.112, 0.098, 0.092, 0.091, 0.111, 0.111, 0.094, 0.111, 0.111, 0.106, 0.097, 0.121, 0.098, 0.124, 0.119, 0.126, 0.121, 0.123, 0.089, 0.083, 0.109, 0.082, 0.113, 0.078, 0.078, -0.119, 0.099, 0.086, 0.098, 0.078, -0.208, -0.308, 0.103, 0.077, -0.199, -0.299, 0.084, 0.067, 0.079, 0.137, 0.137, 0.079, 0.116, 0.078, -0.208, -0.306, 0.106, 0.078, -0.207, -0.306, 0.091, 0.082, 0.080, 0.138, 0.138, 0.110, 0.117],
  "smiles": "COCCCCCCCCCCc1cnc2c(CCCS)cccc2n1.O=C1C=C(O)C(=O)C=C1O.O=C1C=C(O)C(=O)C=C1O",
  "e_homo_ev": -8.1706,
  "lumo_ev": -1.708,
  "homo_lumo_gap_ev": 6.46,
  "total_charge": 0
}

***

# 2
{
  "formula": "C3H16F9O17Pt2S3",
  "method": "the ωB97M-V functional and the def2-TZVPD basis",
  "symbols": ["Pt", "Pt", "C", "F", "F", "F", "S", "O", "O", "O", "C", "F", "F", "F", "S", "O", "O", "O", "C", "F", "F", "F", "S", "O", "O", "O", "O", "H", "H", "O", "H", "H", "O", "H", "H", "O", "H", "H", "O", "H", "H", "O", "H", "H", "O", "H", "H", "O", "H", "H"],
  "coordinates": [[-0.6445, 0.1339, -3.2762], [-3.8867, -0.5230, 0.5894], [-3.5938, -3.1367, -3.2582], [-2.8926, -3.3962, -4.3296], [-4.4251, -2.1422, -3.5100], [-4.2658, -4.1864, -2.8714], [-2.4556, -2.6350, -1.8699], [-1.5373, -1.6454, -2.4555], [-3.2673, -1.9724, -0.8368], [-1.8029, -3.8487, -1.4326], [-3.3513, 3.3438, -1.8652], [-2.2609, 3.4253, -1.1280], [-4.3534, 3.9006, -1.2300], [-3.1457, 3.8896, -3.0324], [-3.8286, 1.5453, -2.1687], [-4.1387, 1.0391, -0.8143], [-4.9260, 1.5749, -3.0798], [-2.6344, 0.9301, -2.7670], [0.6164, -0.7327, 0.8571], [0.6456, -0.7709, 2.1459], [1.7851, -0.4230, 0.3544], [0.2142, -1.8702, 0.3237], [-0.5861, 0.5993, 0.2989], [-0.1412, 1.8171, 0.9240], [-0.4518, 0.6208, -1.1533], [-1.9162, 0.1570, 0.7242], [-0.2674, -5.1607, 0.9296], [-0.6071, -4.3739, 0.4884], [0.6379, -4.9393, 1.1746], [5.0059, -2.2631, 2.6123], [5.2539, -2.2833, 1.6809], [5.6671, -2.8088, 3.0572], [1.2985, 0.6178, 5.3743], [1.1036, 1.4297, 4.8721], [2.1615, 0.2959, 5.0567], [1.3246, 3.4730, -1.0335], [0.6503, 3.9087, -1.5666], [0.8363, 3.0800, -0.2910], [0.6938, 2.6733, 3.4490], [1.2600, 3.4541, 3.4560], [0.3706, 2.5958, 2.5332], [3.8334, -0.2814, 4.2574], [4.6750, 0.1775, 4.1799], [3.9125, -1.0403, 3.6548], [4.5989, 1.3880, -0.1685], [4.7111, 2.3267, 0.0226], [4.3523, 0.9951, 0.6765], [1.5436, 0.3477, -3.0903], [2.1613, 1.1007, -3.0606], [2.0668, -0.4071, -3.4039]],
  "forces_ev_per_a": [[-0.75, 0.62, 1.80], [0.69, 0.16, -1.35], [-0.22, 0.54, 0.67], [0.53, -0.18, -0.39], [-0.24, 0.45, -0.06], [-0.25, -0.53, 0.14], [1.85, -1.02, 0.61], [0.22, -0.32, -0.66], [-0.99, -0.41, 0.14], [-0.88, 1.44, -0.49], [-0.52, -1.40, 0.29], [0.53, -0.06, 0.26], [-0.30, 0.44, 0.08], [0.09, 0.43, -0.53], [-0.06, 0.15, -1.77], [-0.26, 0.08, 0.56], [0.14, 0.07, 0.75], [0.18, -0.06, 0.02], [-1.05, 1.00, -0.85], [0.06, -0.27, 0.90], [0.81, 0.20, -0.14], [-0.24, -0.75, 0.01], [0.79, 0.58, -0.11], [-0.45, -0.60, -0.38], [0.29, 0.13, 0.05], [0.16, -0.17, 0.89], [0.08, 0.19, 0.05], [0.00, -0.17, -0.10], [-0.09, -0.07, 0.02], [0.17, -0.17, -0.20], [-0.01, 0.00, 0.09], [-0.14, 0.09, 0.01], [0.07, 0.10, -0.14], [0.19, -0.55, 0.08], [-0.33, 0.29, 0.06], [-0.19, -0.25, -0.07], [0.06, 0.11, 0.14], [0.17, 0.12, -0.24], [-0.02, 0.35, -0.50], [-0.10, -0.07, 0.06], [0.19, -0.03, 0.65], [-0.08, -0.12, -0.30], [-0.02, -0.04, 0.09], [0.16, 0.21, 0.25], [-0.11, -0.03, 0.04], [-0.01, -0.08, -0.04], [0.03, 0.08, -0.03], [0.43, -0.82, -0.62], [-0.52, 0.18, 0.19], [-0.03, 0.16, 0.09]],
  "lowdin_charge": [1.418, 1.412, -0.705, 0.196, 0.171, 0.200, 0.612, -0.448, -0.431, -0.213, -0.695, 0.166, 0.191, 0.195, 0.591, -0.430, -0.205, -0.435, -0.697, 0.231, 0.185, 0.165, 0.611, -0.252, -0.421, -0.420, -0.052, -0.018, 0.034, -0.046, 0.053, 0.066, -0.095, -0.016, -0.017, -0.055, 0.032, -0.005, -0.051, 0.058, 0.002, -0.057, 0.048, 0.006, -0.062, 0.043, 0.022, -0.100, 0.113, 0.100],
  "e_homo_ev": [-11.6101, -11.6101],
  "lumo_ev": [-5.949, -6.947],
  "homo_lumo_gap_ev": [5.66, 4.66],
  "s_squared": 6.01,
  "multiplicity": 5,
  "total_charge": 1
}

***

# 3
{
  "formula": "C11H7AuN10S",
  "method": "the ωB97M-V functional and the def2-TZVPD basis",
  "symbols": ["Au", "S", "C", "C", "C", "C", "C", "C", "C", "C", "C", "N", "H", "H", "H", "H", "H", "H", "N", "C", "N", "N", "N", "N", "C", "N", "N", "N", "N", "H"],
  "coordinates": [[-0.1703, -0.6265, -1.2556], [3.8755, -0.6093, 0.5085], [4.0679, -0.4596, -1.1847], [2.8825, -0.4890, -1.8564], [1.7968, -0.6569, -0.9648], [2.1772, -0.7312, 0.3498], [1.2004, -0.8741, 1.4220], [1.4748, -0.8949, 2.7805], [0.4210, -0.9999, 3.6733], [-0.8801, -1.0816, 3.2013], [-1.0868, -1.0695, 1.8335], [-0.0697, -0.9756, 0.9820], [5.0563, -0.3476, -1.5993], [2.7965, -0.4016, -2.9275], [2.4958, -0.8167, 3.1278], [0.6156, -1.0132, 4.7372], [-1.7225, -1.1633, 3.8718], [-2.0749, -1.1497, 1.3962], [-2.5131, 1.8222, -1.6314], [-2.9753, 0.5592, -1.3352], [-4.2077, 0.2605, -0.9927], [-4.1849, -1.0856, -0.8158], [-3.0188, -1.5641, -1.0330], [-2.2110, -0.5320, -1.3913], [-1.1929, 2.1715, -1.7561], [-0.7719, 3.4098, -1.8619], [0.5797, 3.3130, -1.9519], [0.9695, 2.1045, -1.9014], [-0.1471, 1.3276, -1.7880], [-3.1826, 2.5736, -1.6371]],
  "forces_ev_per_a": [[-0.04, 0.57, 1.03], [0.12, -0.06, 0.02], [-0.04, -0.02, -0.03], [0.06, -0.08, 0.11], [-0.03, 0.24, -0.07], [-0.12, -0.13, 0.10], [0.12, 0.04, -0.17], [-0.05, 0.06, 0.08], [0.04, 0.00, -0.02], [-0.02, 0.03, -0.02], [-0.06, -0.01, -0.01], [0.07, -0.74, -0.30], [0.01, -0.01, 0.00], [-0.02, 0.09, -0.01], [0.00, 0.02, -0.01], [0.00, -0.01, 0.01], [-0.01, -0.01, -0.01], [0.00, -0.04, 0.00], [-0.09, -0.12, 0.03], [0.13, 0.26, -0.22], [0.04, -0.18, -0.04], [-0.11, 0.12, -0.02], [0.05, 0.03, 0.14], [-0.06, -0.14, 0.09], [-0.04, -0.05, -0.07], [0.11, -0.04, -0.03], [-0.12, 0.12, 0.00], [0.02, -0.17, -0.07], [0.01, 0.20, -0.56], [0.02, 0.02, 0.07]],
  "lowdin_charge": [1.272, 1.064, -0.390, -0.190, -0.347, -0.526, -0.273, -0.007, -0.036, -0.038, -0.091, 0.021, 0.073, 0.106, 0.111, 0.117, 0.113, 0.103, 0.151, -0.480, 0.046, -0.076, -0.084, -0.167, -0.458, 0.052, -0.061, -0.044, -0.111, 0.149],
  "e_homo_ev": -8.7826,
  "lumo_ev": -2.549,
  "homo_lumo_gap_ev": 6.23,
  "de_lowest_kcal_mol": 0.0,
  "total_charge": 0
}